Record 1
Entry from OMol25: a cluster of 12 separate species, C2H28O12 in total in a non-equilibrium geometry (wB97M-V/def2-TZVPD).

Properties
Orbital gap, eV: 10.0
M, g mol⁻¹: 244.23
Structure (SMILES): CCO.O.O.O.O.O.O.O.O.O.O.O
HOMO, eV: -10.02
Energy relative to the best compared isomer or geometry (same formula, charge and spin), kcal/mol: 12.8
Total charge: 0
LUMO level, hartree: -0.0014

Last column: natural (NBO) charge in e.
CARTESIAN COORDINATES (ANGSTROEM)
O1 0.606 0.022 -9.998  -0.976
H1 0.712 1.879 -4.773  0.485
H2 1.129 0.954 -11.529  0.492
O2 3.583 0.028 -6.965  -0.970
H3 1.236 3.030 -10.941  0.476
H4 1.610 -2.952 -8.027  0.479
H5 0.937 1.494 -12.930  0.486
O3 1.675 -2.296 -8.722  -0.951
H6 0.580 6.858 -6.909  0.456
H7 3.274 0.933 -7.001  0.497
H8 1.230 0.932 -7.207  0.478
H9 -0.252 -0.365 -10.171  0.491
H10 1.840 3.284 -6.134  0.490
H11 3.092 5.628 -6.804  0.154
H12 -2.256 3.209 -9.648  0.478
C1 2.249 6.056 -7.346  -0.067
H13 2.482 3.826 -4.875  0.484
H14 4.529 0.102 -6.838  0.492
O4 0.070 1.169 -4.803  -0.989
O5 1.851 3.176 -5.183  -0.959
H15 0.563 0.414 -5.125  0.473
H16 3.164 1.353 -9.712  0.465
H17 1.178 -0.726 -9.828  0.507
H18 2.667 6.891 -7.908  0.165
H19 1.629 -1.457 -8.264  0.475
H20 0.849 1.402 -8.595  0.505
H21 2.179 -0.871 -6.267  0.499
O6 0.685 3.787 -10.741  -0.973
O7 1.561 1.477 -12.204  -0.978
O8 1.321 -1.022 -5.871  -0.980
O9 3.688 1.088 -10.468  -0.957
H22 3.063 1.053 -11.192  0.482
H23 2.325 4.404 -8.670  0.222
O10 1.424 1.607 -7.858  -0.990
O11 1.327 6.561 -6.383  -0.720
H24 0.951 5.551 -8.934  0.219
H25 -1.727 3.307 -8.233  0.491
H26 -0.065 3.422 -10.273  0.478
C2 1.546 5.006 -8.202  -0.645
O12 -1.481 3.029 -9.115  -0.955
H27 0.898 4.284 -7.705  0.210
H28 1.288 -1.967 -5.725  0.480

Record 2
Entry from OMol25: an isolated molecule of C18H17ClN2O3S in a non-equilibrium geometry (wB97M-V/def2-TZVPD).

Properties
Orbital gap, eV: 9.3
M, g mol⁻¹: 376.86
Structure (SMILES): Cc1cccc(C)c1OCc1cc(C(=O)NCc2ccc(Cl)s2)no1
HOMO, eV: -8.74
Energy relative to the best compared isomer or geometry (same formula, charge and spin), kcal/mol: 31.1
Total charge: 0
LUMO level, hartree: 0.0200

Last column: natural (NBO) charge in e.
CARTESIAN COORDINATES (ANGSTROEM)
S1 -4.419 0.448 -3.177  0.442
H1 2.881 -1.916 0.788  0.214
C1 1.908 2.718 -0.069  -0.206
C2 -2.913 -1.630 -3.265  -0.243
H2 0.462 -2.543 1.463  0.252
O1 -0.291 0.474 2.402  -0.259
H3 2.352 3.147 3.171  0.226
C3 -1.150 -1.039 1.153  0.037
C4 -2.105 -1.710 0.237  0.651
C5 2.988 0.202 0.455  -0.079
C6 -3.789 -0.995 -2.442  -0.207
H4 -2.408 -2.537 -2.986  0.242
C7 2.546 1.019 1.495  0.328
C8 2.843 0.659 -0.850  -0.206
C9 -3.484 0.150 -4.605  -0.261
C10 0.557 -0.567 2.439  0.287
N1 -3.159 -0.935 -0.092  -0.592
H5 4.198 -1.099 1.645  0.222
C11 1.598 3.161 2.387  -0.634
N2 -1.333 0.179 1.606  -0.110
C12 -4.158 -1.378 -1.043  -0.262
H6 -4.196 -2.469 -0.969  0.248
C13 2.297 1.899 -1.114  -0.208
C14 2.025 2.292 1.245  -0.048
H7 4.306 -1.381 -0.097  0.224
C15 0.061 -1.573 1.658  -0.309
C16 -2.736 -0.982 -4.507  -0.269
H8 0.667 2.787 2.812  0.229
Cl1 -3.565 1.215 -5.940  0.050
O2 2.640 0.627 2.829  -0.529
H9 2.187 2.235 -2.135  0.213
O3 -1.949 -2.852 -0.146  -0.610
H10 1.585 -0.265 4.283  0.215
H11 2.356 -1.410 3.153  0.195
C17 1.820 -0.454 3.229  -0.108
H12 1.499 3.697 -0.272  0.210
H13 -5.125 -0.952 -0.768  0.215
H14 -3.150 0.028 0.210  0.418
H15 -2.092 -1.337 -5.289  0.234
H16 1.442 4.184 2.053  0.213
H17 3.172 0.029 -1.663  0.208
C18 3.631 -1.127 0.717  -0.634

Record 3
Entry from OMol25: a structure of composition C4H12N2O2 in a non-equilibrium geometry (wB97M-V/def2-TZVPD).

Properties
Orbital gap, eV: 7.1
M, g mol⁻¹: 120.15
HOMO, eV: -6.51
Energy relative to the best compared isomer or geometry (same formula, charge and spin), kcal/mol: 127.5
Total charge: 0
LUMO level, hartree: 0.0225

Last column: natural (NBO) charge in e.
CARTESIAN COORDINATES (ANGSTROEM)
C1 0.047 -2.041 1.521  -0.626
H1 1.934 -1.611 0.458  0.183
H2 0.407 0.642 1.869  0.179
H3 -0.582 -1.517 2.247  0.200
H4 2.063 0.757 1.162  0.196
O1 -2.001 0.249 -0.812  -0.727
H5 0.469 -2.922 1.999  0.208
H6 0.403 2.954 -1.005  0.367
O2 -0.659 -0.041 -2.659  -0.733
C2 -0.785 -0.181 -1.280  0.519
H7 -0.104 2.567 0.516  0.363
C3 1.105 0.237 1.141  -0.302
H8 -1.937 1.211 -0.664  0.491
H9 -0.635 -2.401 0.729  0.174
H10 1.096 0.871 -1.202  0.362
H11 -0.676 -1.233 -1.014  0.186
C4 1.105 -1.143 0.976  -0.400
H12 -1.448 0.405 -2.991  0.489
N1 -0.130 2.274 -0.455  -0.711
N2 0.329 0.921 -0.537  -0.420

Record 4
Entry from OMol25: a cluster of 3 separate species, C20H45NO7S in total in a non-equilibrium geometry (wB97M-V/def2-TZVPD).

Properties
Orbital gap, eV: 9.4
M, g mol⁻¹: 443.65
Structure (SMILES): CCOCCONC(=O)OCCCS(=O)(=O)O.CCCCCC.CCCCCC
HOMO, eV: -9.35
Total charge: 0
LUMO level, hartree: 0.0033

Last column: Mulliken charge in e.
CARTESIAN COORDINATES (ANGSTROEM)
H1 -0.119 -3.055 -3.241  0.260
H2 2.999 5.659 3.804  0.297
C1 2.293 -3.476 1.637  -0.516
H3 0.423 1.664 0.013  0.274
H4 4.083 -5.000 -0.814  0.488
H5 4.519 5.720 2.866  0.377
H6 -2.035 4.026 -0.277  0.233
S1 5.228 -2.967 -0.567  1.119
O1 1.783 3.868 2.170  -0.274
H7 3.716 4.044 1.306  0.340
H8 4.481 -2.755 -2.521  0.372
H9 -6.214 3.556 -1.085  0.290
O2 2.254 -2.183 1.037  0.019
C2 -1.958 -3.878 -2.443  -0.850
H10 3.280 -5.350 1.286  0.402
C3 -6.124 3.687 -0.004  -1.182
C4 -3.948 4.993 -0.276  -0.815
H11 -2.461 -3.907 -3.414  0.344
C5 0.793 1.939 1.021  -0.495
H12 -0.065 1.900 1.706  0.447
H13 -7.132 3.735 0.413  0.382
H14 -0.915 -2.299 -0.376  0.357
C6 3.446 5.516 2.818  -1.233
C7 1.342 3.366 0.936  -0.494
N1 1.192 -0.219 1.707  -0.331
H15 0.508 -5.222 -2.955  0.080
H16 1.401 -4.041 1.333  0.261
H17 0.552 -1.786 -1.216  0.353
H18 0.475 3.979 0.640  0.078
C8 -2.788 3.856 1.729  -0.219
H19 -1.324 -1.866 -2.804  0.382
H20 -3.735 3.671 2.244  0.365
C9 -2.135 5.112 2.283  -1.184
C10 -3.005 3.896 0.217  -0.423
O3 4.899 -2.123 -1.910  -0.460
C11 3.502 -4.286 1.157  -0.771
H21 -2.333 -5.958 -2.085  0.415
H22 3.591 3.404 2.987  0.278
H23 -5.912 5.817 -0.060  0.377
C12 -0.838 -6.025 -4.435  -1.284
H24 -1.094 -5.069 -4.895  0.288
H25 -1.103 -5.283 -1.046  0.268
H26 -2.724 -3.578 -1.720  0.369
C13 -0.387 -5.852 -2.988  -0.129
H27 2.059 3.440 0.111  0.474
H28 0.631 -0.534 0.910  0.294
H29 -3.377 2.920 -0.111  0.359
H30 -4.028 4.917 -1.366  0.380
H31 2.269 -3.455 2.729  0.502
C14 3.793 -4.057 -0.340  -0.704
H32 -1.710 -6.679 -4.495  0.296
O4 5.298 -2.059 0.511  -0.551
C15 2.201 -1.182 1.943  0.257
H33 3.003 6.255 2.138  0.301
H34 -1.966 5.007 3.356  0.376
H35 -0.041 -6.473 -5.030  0.398
C16 -0.187 -2.586 -1.139  -0.548
H36 -3.503 5.973 -0.077  0.330
O5 1.787 1.013 1.386  -0.144
H37 -5.305 5.090 1.411  0.230
C17 -1.473 -5.282 -2.077  -0.670
H38 -1.168 5.284 1.806  0.196
C18 -5.352 4.961 0.326  -0.400
H39 -2.753 5.999 2.135  0.361
O6 2.921 -1.059 2.840  -0.464
H40 -0.088 -6.829 -2.598  0.380
O7 6.393 -3.749 -0.743  -0.604
H41 4.405 -4.079 1.736  0.358
C19 -0.870 -2.807 -2.485  -0.564
H42 2.919 -3.697 -0.891  0.273
C20 3.178 4.111 2.256  -0.227
H43 -2.141 3.007 1.966  0.136
H44 0.334 -3.482 -0.798  -0.160
H45 -5.639 2.802 0.410  0.279

Record 5
Entry from OMol25: a structure of composition C12H10AgBF2Te (wB97M-V/def2-TZVPD).

Properties
Orbital gap, eV: 8.2
M, g mol⁻¹: 438.49
HOMO, eV: -8.55
Energy relative to the best compared isomer or geometry (same formula, charge and spin), kcal/mol: 16.9
Total charge: 0
LUMO level, hartree: -0.0147

Last column: natural (NBO) charge in e.
CARTESIAN COORDINATES (ANGSTROEM)
H1 1.260 -2.943 2.794  0.222
C1 3.403 -2.875 2.820  -0.194
H2 -0.065 0.057 8.757  0.219
C2 -0.545 -1.062 6.992  -0.202
F1 1.041 0.212 -2.925  -0.538
C3 -0.038 0.009 4.909  -0.194
C4 1.998 -0.926 2.770  -0.238
H3 5.515 -2.508 2.827  0.218
C5 0.440 1.132 6.972  -0.202
C6 -0.542 -1.080 5.605  -0.236
C7 4.528 -2.064 2.814  -0.219
C8 0.446 1.120 5.584  -0.236
B1 -0.035 0.014 -2.142  0.779
Ag1 0.010 -0.018 0.026  0.228
C9 2.137 -2.308 2.793  -0.241
H4 -0.921 -1.941 5.070  0.226
H5 -0.932 -1.912 7.538  0.221
C10 3.125 -0.114 2.754  -0.256
H6 5.265 -0.049 2.769  0.211
F2 -1.151 -0.051 -2.890  -0.537
H7 3.509 -3.952 2.839  0.218
C11 4.389 -0.684 2.780  -0.151
H8 0.834 1.967 5.034  0.226
H9 0.821 1.994 7.502  0.221
H10 3.018 0.963 2.724  0.222
Te1 0.059 -0.055 2.786  0.427
C12 -0.056 0.043 7.674  -0.195

Record 6
Entry from OMol25: a structure of composition C12H16BBrCl2F4O2PdSe2 (wB97M-V/def2-TZVPD).

Properties
Orbital gap (spin up / spin down), eV: 6.8 / 6.8
M, g mol⁻¹: 694.21
HOMO (spin up / spin down), eV: -8.74 / -8.74
Energy relative to the best compared isomer or geometry (same formula, charge and spin), kcal/mol: 2.7
Total charge: 0
LUMO level (spin up / spin down), hartree: -0.0731 / -0.0731

Last column: natural (NBO) charge in e.
CARTESIAN COORDINATES (ANGSTROEM)
F1 -1.730 -1.300 0.938  -0.604
Se1 2.205 0.166 -0.747  0.160
H1 2.172 2.545 -1.518  0.226
H2 2.289 1.405 -2.877  0.253
B1 -3.158 -1.027 0.655  1.364
C1 2.621 -1.022 3.726  -0.229
H3 -1.785 -0.397 -1.536  0.546
H4 0.762 3.751 -3.167  0.170
H5 0.216 -0.007 -3.374  0.208
Cl1 -1.067 -3.790 -1.618  -0.017
C2 1.756 1.637 -1.954  -0.579
Br1 2.212 -1.198 6.533  0.061
O1 0.698 2.234 -4.591  -0.730
H6 -1.048 -0.111 2.925  0.246
C3 0.186 2.854 -3.423  -0.049
Se2 0.124 1.934 0.705  0.229
C4 0.919 -0.478 2.126  -0.083
C5 -0.469 2.486 -1.073  -0.594
C6 -0.436 0.570 -2.720  -0.061
F2 -3.795 -2.242 0.675  -0.544
C7 2.236 -0.799 2.411  -0.269
H7 -0.829 -5.118 0.298  0.225
H8 2.982 -0.890 1.633  0.228
H9 0.667 2.859 -5.322  0.482
F3 -3.597 -0.128 1.589  -0.541
C8 0.370 -0.571 4.460  -0.235
C9 -0.015 -0.356 3.143  -0.205
H10 -1.333 0.841 -3.281  0.195
C10 0.274 1.853 -2.265  -0.131
F4 -3.194 -0.459 -0.648  -0.571
C11 1.684 -0.903 4.739  -0.088
O2 -0.821 -0.245 -1.623  -0.776
H11 -1.675 -3.566 0.640  0.259
H12 -0.283 3.563 -1.062  0.233
C12 -0.863 -4.051 0.113  -0.389
H13 -1.542 2.319 -1.161  0.236
Pd1 0.171 -0.381 0.280  0.759
H14 -0.862 3.147 -3.560  0.173
H15 -0.354 -0.481 5.258  0.233
Cl2 0.666 -3.358 0.716  -0.024
H16 3.644 -1.284 3.957  0.232

Record 7
Entry from OMol25: an isolated molecule of C4H6S2 in a non-equilibrium geometry (wB97M-V/def2-TZVPD).

Properties
Orbital gap, eV: 7.6
M, g mol⁻¹: 118.23
Structure (SMILES): C=C(C=S)CS
HOMO, eV: -8.78
Energy relative to the best compared isomer or geometry (same formula, charge and spin), kcal/mol: 56.0
Total charge: 0
LUMO level, hartree: -0.0435

Last column: natural (NBO) charge in e.
CARTESIAN COORDINATES (ANGSTROEM)
C1 -0.761 -0.192 -1.532  -0.322
C2 0.348 -0.883 0.668  -0.576
H1 0.031 -1.845 0.216  0.224
C3 -0.573 0.044 -0.111  -0.101
C4 -0.772 1.376 0.539  -0.273
H2 -0.320 -1.171 -1.921  0.209
S1 2.024 -0.581 0.091  -0.015
H3 0.168 -0.913 1.694  0.233
H4 2.552 -0.749 1.456  0.144
H5 0.012 1.538 1.240  0.194
S2 -1.572 2.704 -0.076  0.039
H6 -1.138 0.672 -2.263  0.245

Record 8
Entry from OMol25: a structure of composition C30H26Cl2N6O7SV in a non-equilibrium geometry (wB97M-V/def2-TZVPD).

Properties
Orbital gap (spin up / spin down), eV: 3.8 / 6.2
M, g mol⁻¹: 736.49
2S+1: 4
HOMO (spin up / spin down), eV: 0.18 / -2.14
Energy relative to the best compared isomer or geometry (same formula, charge and spin), kcal/mol: 0.0
Total charge: -2
LUMO level (spin up / spin down), hartree: 0.1474 / 0.1474

Last column: Mulliken charge in e.
CARTESIAN COORDINATES (ANGSTROEM)
N1 3.098 -3.918 3.289  -0.027
Cl1 -4.402 -5.019 -4.507  -0.271
O1 -0.236 0.373 -5.570  -0.867
C1 0.129 3.155 -1.783  -0.038
H1 1.529 -1.946 6.167  0.317
H2 3.958 -0.955 3.553  0.084
H3 -0.717 1.763 2.241  0.612
N2 2.962 -2.372 4.753  0.404
C2 1.447 3.790 -3.712  -0.662
H4 2.727 -4.596 2.651  0.271
H5 5.153 -3.568 2.915  0.288
H6 -3.144 3.684 1.853  0.453
O2 0.365 1.560 0.535  -0.115
V1 -1.222 0.330 -1.582  -0.572
S1 1.712 -1.003 1.704  -0.146
H7 1.843 1.408 3.385  0.091
C3 2.455 2.088 1.387  -0.892
H8 2.340 -0.519 5.491  0.220
C4 0.226 1.310 1.932  -0.576
C5 0.161 -0.194 2.204  0.136
C6 -3.662 0.455 -0.072  0.588
N3 -2.750 1.334 -0.507  0.385
C7 -1.963 -1.228 -3.924  0.430
H9 -0.126 3.306 -0.746  0.433
C8 4.129 -1.948 3.971  -0.295
C9 -4.209 1.806 1.809  -0.400
H10 -4.751 1.974 2.732  0.372
O3 -1.125 -0.733 0.287  -0.246
C10 1.635 -0.908 -1.069  -0.416
C11 -3.873 -0.755 -0.953  -0.050
N4 -0.371 2.030 -2.378  0.781
C12 -3.449 -3.565 -4.298  0.121
H11 1.337 4.885 -1.797  0.393
H12 1.247 2.382 -5.348  0.443
C13 0.065 1.816 -3.705  0.089
H13 -1.153 -1.620 -5.867  0.625
O4 -4.894 -1.433 -0.832  -0.824
O5 -1.989 -1.179 2.315  -0.798
N5 -2.877 -0.832 -1.825  0.715
C14 -3.312 2.748 1.335  -0.814
H14 1.936 1.818 -0.731  0.768
H15 3.415 1.628 1.630  0.394
O6 0.639 -0.433 -1.702  0.154
C15 0.987 4.034 -2.371  -1.284
C16 2.118 -0.123 0.156  0.314
C17 2.484 -1.550 5.831  -0.910
H16 1.183 2.989 2.933  0.322
H17 5.019 -1.919 4.607  0.418
C18 -1.097 -0.785 1.556  -0.351
C19 -2.570 -3.127 -5.271  0.212
C20 -3.600 -2.840 -3.117  -0.738
N6 -1.330 -0.048 -3.560  0.057
H18 3.184 -1.535 6.673  0.334
H19 2.631 3.125 1.096  0.278
C21 4.205 -3.032 2.889  -0.484
H20 -4.290 -3.166 -2.355  0.543
C22 2.359 -3.492 4.330  -0.761
Cl2 -2.363 -4.020 -6.763  -0.268
C23 -2.606 2.470 0.180  -0.025
C24 1.749 1.354 0.236  -0.706
H21 0.088 -0.364 3.277  0.675
C25 -0.489 0.645 -4.389  0.420
H22 -1.907 3.184 -0.221  0.462
C26 -1.826 -1.962 -5.100  -0.979
O7 2.317 -1.882 -1.377  -0.820
H23 -5.090 -0.129 1.368  0.498
H24 3.205 -0.190 0.106  0.787
C27 -2.859 -1.689 -2.932  -0.329
C28 0.961 2.659 -4.341  -0.546
H25 2.153 4.453 -4.197  0.364
H26 4.051 -2.630 1.888  0.200
C29 -4.399 0.650 1.080  -0.613
C30 1.451 2.001 2.557  -0.628